Entry from the OMol25 dataset: a 3-piece molecular cluster, C42H72ClF5N10O7P3S overall in a non-equilibrium geometry (wB97M-V/def2-TZVPD).

Total charge ... +1
Gap between HOMO and LUMO ... 5.87 eV
Max |F| ... 0.130 Eh/bohr
Calculated total energy ... -5099.20322 Eh
M ... 1084.53 g mol⁻¹

Each atom is followed by the atoms it is bonded to, with distances in Å.
Positions of all 141 atoms, in Å:
1 N 5.022 3.804 -2.238  P2 1.561, H48 1.013
2 P 4.051 3.924 -1.021  N1 1.561, C3 1.866, H49 1.408, H50 1.407
3 C 2.403 3.113 -1.356  P2 1.866, C4 1.406, C39 1.395
4 C 2.411 1.836 -1.944  C3 1.406, C5 1.510, C21 1.402
5 C 3.645 1.044 -2.307  C4 1.510, O6 1.165, O7 1.412
6 O 4.268 1.199 -3.279  C5 1.165
7 O 3.962 -0.024 -1.439  C5 1.412, C8 1.380
8 C 4.737 0.306 -0.346  O7 1.380, F9 1.374, F10 1.341, C11 1.508
9 F 3.924 0.916 0.579  C8 1.374
10 F 5.711 1.149 -0.717  C8 1.341
11 C 5.344 -0.917 0.294  C8 1.508, C12 1.389, C20 1.388
12 C 4.578 -1.816 1.026  C11 1.389, C13 1.383, H51 1.084
13 C 5.177 -2.908 1.626  C12 1.383, C14 1.388, H52 1.082
14 C 6.541 -3.145 1.523  C13 1.388, C15 1.390, H53 1.081
15 C 7.296 -2.251 0.773  C14 1.390, C16 1.513, C20 1.383
16 C 8.774 -2.535 0.623  C15 1.513, F17 1.350, F18 1.338, F19 1.331
17 F 8.930 -3.582 -0.214  C16 1.350
18 F 9.418 -1.499 0.075  C16 1.338
19 F 9.357 -2.859 1.775  C16 1.331
20 C 6.705 -1.156 0.168  C11 1.388, C15 1.383, H54 1.081
21 C 1.198 1.189 -2.221  C4 1.402, C22 1.510, C27 1.382
22 C 1.275 -0.188 -2.836  C21 1.510, C23 1.546, H55 1.088, H56 1.090
23 C 1.120 -1.312 -1.787  C22 1.546, C24 1.541, H57 1.095, H58 1.091
24 C 1.588 -2.638 -2.418  C23 1.541, C25 1.529, H59 1.090, H60 1.094
25 C 0.885 -3.870 -1.848  C24 1.529, N26 1.468, H61 1.091, H62 1.095
26 N -0.076 -4.432 -2.806  C25 1.468, H63 1.012, H64 1.014
27 C 0.020 1.827 -1.884  C21 1.382, C28 1.525, N36 1.347
28 C -1.320 1.144 -2.135  C27 1.525, O29 1.420, H65 1.085, H66 1.095
29 O -2.106 1.825 -3.102  C28 1.420, C30 1.387
30 C -1.392 2.246 -4.215  O29 1.387, C31 1.384, C35 1.392
31 C -0.899 1.374 -5.170  C30 1.384, C32 1.385, H67 1.086
32 C -0.198 1.804 -6.285  C31 1.385, C33 1.390, H68 1.081
33 C 0.033 3.163 -6.462  C32 1.390, C34 1.388, H69 1.080
34 C -0.486 4.039 -5.518  C33 1.388, C35 1.384, H70 1.084
35 C -1.190 3.609 -4.407  C30 1.392, C34 1.384, H71 1.084
36 N 0.035 3.044 -1.308  C27 1.347, C37 1.471, C39 1.356
37 C -1.221 3.698 -0.907  N36 1.471, N38 1.469, H72 1.086, H73 1.085
38 N -1.414 3.600 0.546  C37 1.469, H74 1.010, H75 1.011
39 C 1.184 3.710 -1.035  C3 1.395, N36 1.356, C40 1.504
40 C 1.152 5.055 -0.364  C39 1.504, C41 1.564, H76 1.091, H77 1.082
41 C 0.769 6.252 -1.295  C40 1.564, C42 1.545, H78 1.087, H79 1.094
42 C -0.344 7.079 -0.614  C41 1.545, C43 1.555, H80 1.090, H81 1.091
43 C -0.372 8.562 -1.083  C42 1.555, S44 1.796, H82 1.088, H83 1.086
44 S -0.608 9.633 0.340  C43 1.796, O45 1.424, O46 1.430, Cl47 2.043
45 O -1.102 10.901 -0.081  S44 1.424
46 O 0.640 9.669 1.038  S44 1.430
47 Cl -1.996 8.769 1.564  S44 2.043
48 H 5.313 4.720 -2.558  N1 1.013
49 H 4.558 3.255 0.108  P2 1.408
50 H 3.873 5.282 -0.702  P2 1.407
51 H 3.510 -1.675 1.138  C12 1.084
52 H 4.605 -3.603 2.227  C13 1.082
53 H 6.989 -3.998 2.013  C14 1.081
54 H 7.355 -0.502 -0.398  C20 1.081
55 H 2.151 -0.328 -3.466  C22 1.088
56 H 0.416 -0.291 -3.498  C22 1.090
57 H 0.067 -1.418 -1.507  C23 1.095
58 H 1.671 -1.089 -0.872  C23 1.091
59 H 2.666 -2.733 -2.287  C24 1.090
60 H 1.354 -2.584 -3.486  C24 1.094
61 H 1.649 -4.636 -1.707  C25 1.091
62 H 0.422 -3.684 -0.874  C25 1.095
63 H -0.652 -5.144 -2.376  N26 1.012
64 H -0.692 -3.718 -3.178  N26 1.014
65 H -1.207 0.081 -2.318  C28 1.085
66 H -1.876 1.230 -1.195  C28 1.095
67 H -1.065 0.312 -5.014  C31 1.086
68 H 0.166 1.068 -6.988  C32 1.081
69 H 0.591 3.548 -7.302  C33 1.080
70 H -0.315 5.102 -5.652  C34 1.084
71 H -1.608 4.292 -3.675  C35 1.084
72 H -2.080 3.240 -1.389  C37 1.086
73 H -1.219 4.733 -1.231  C37 1.085
74 H -2.398 3.445 0.714  N38 1.010
75 H -0.850 2.861 0.942  N38 1.011
76 H 0.439 5.016 0.461  C40 1.091
77 H 2.098 5.299 0.102  C40 1.082
78 H 1.620 6.882 -1.545  C41 1.087
79 H 0.315 5.835 -2.198  C41 1.094
80 H -1.334 6.666 -0.809  C42 1.090
81 H -0.233 7.065 0.471  C42 1.091
82 H -1.233 8.738 -1.726  C43 1.088
83 H 0.570 8.835 -1.548  C43 1.086
84 O 1.678 -4.913 0.787  P85 1.514
85 P 1.589 -6.145 1.661  O84 1.514, N86 1.724, N89 1.730, N92 1.707
86 N 2.843 -7.110 0.977  P85 1.724, C87 1.450, C88 1.456
87 C 2.736 -7.757 -0.316  N86 1.450, H95 1.093, H96 1.099, H97 1.087
88 C 4.169 -6.539 1.164  N86 1.456, H98 1.097, H99 1.098, H100 1.091
89 N -0.039 -6.582 1.270  P85 1.730, C90 1.446, C91 1.457
90 C -0.426 -7.788 0.573  N89 1.446, H101 1.098, H102 1.094, H103 1.091
91 C -0.935 -5.492 0.908  N89 1.457, H104 1.097, H105 1.089, H106 1.093
92 N 1.522 -7.135 3.050  P85 1.707, C93 1.453, C94 1.460
93 C 2.151 -8.428 3.261  N92 1.453, H107 1.093, H108 1.092, H109 1.087
94 C 0.500 -6.817 4.043  N92 1.460, H110 1.094, H111 1.090, H112 1.092
95 H 3.553 -8.473 -0.428  C87 1.093
96 H 2.770 -7.048 -1.155  C87 1.099
97 H 1.832 -8.355 -0.401  C87 1.087
98 H 4.345 -6.342 2.228  C88 1.097
99 H 4.301 -5.597 0.615  C88 1.098
100 H 4.943 -7.236 0.841  C88 1.091
101 H -0.244 -7.717 -0.508  C90 1.098
102 H -1.493 -7.978 0.717  C90 1.094
103 H 0.082 -8.670 0.966  C90 1.091
104 H -0.826 -5.202 -0.144  C91 1.097
105 H -0.748 -4.613 1.521  C91 1.089
106 H -1.973 -5.790 1.078  C91 1.093
107 H 1.730 -9.196 2.608  C93 1.093
108 H 2.004 -8.752 4.294  C93 1.092
109 H 3.227 -8.397 3.115  C93 1.087
110 H -0.377 -7.459 3.924  C94 1.094
111 H 0.177 -5.780 3.954  C94 1.090
112 H 0.888 -6.937 5.057  C94 1.092
113 O -5.433 1.086 0.791  P114 1.517
114 P -5.570 1.715 2.164  O113 1.517, N115 1.725, N118 1.732, N121 1.718
115 N -6.404 0.436 2.966  P114 1.725, C116 1.451, C117 1.457
116 C -7.781 0.082 2.680  N115 1.451, H124 1.093, H125 1.098, H126 1.087
117 C -5.585 -0.757 3.131  N115 1.457, H127 1.096, H128 1.097, H129 1.091
118 N -6.516 3.071 1.650  P114 1.732, C119 1.446, C120 1.459
119 C -7.904 3.295 1.990  N118 1.446, H130 1.097, H131 1.094, H132 1.091
120 C -6.251 3.567 0.304  N118 1.459, H133 1.097, H134 1.090, H135 1.093
121 N -5.328 2.500 3.673  P114 1.718, C122 1.454, C123 1.460
122 C -5.942 2.199 4.956  N121 1.454, H136 1.092, H137 1.093, H138 1.086
123 C -4.662 3.799 3.647  N121 1.460, H139 1.094, H140 1.091, H141 1.093
124 H -8.142 -0.604 3.451  C116 1.093
125 H -7.908 -0.392 1.698  C116 1.098
126 H -8.446 0.940 2.742  C116 1.087
127 H -4.650 -0.506 3.645  C117 1.096
128 H -5.331 -1.222 2.169  C117 1.097
129 H -6.097 -1.496 3.748  C117 1.091
130 H -8.579 2.667 1.396  C119 1.097
131 H -8.172 4.339 1.804  C119 1.094
132 H -8.098 3.130 3.050  C119 1.091
133 H -6.774 2.984 -0.464  C120 1.097
134 H -5.184 3.533 0.080  C120 1.090
135 H -6.565 4.610 0.220  C120 1.093
136 H -7.016 2.396 4.947  C122 1.092
137 H -5.497 2.816 5.740  C122 1.093
138 H -5.778 1.170 5.265  C122 1.086
139 H -5.390 4.615 3.691  C123 1.094
140 H -4.073 3.919 2.737  C123 1.091
141 H -3.968 3.903 4.484  C123 1.093